1.
One molecule with the formula C8H9BrO2 in a non-equilibrium geometry. Source: the OMol25 dataset; level of theory: ωB97M-V/def2-TZVPD.

```
! wB97M-V def2-TZVPD RIJCOSX def2/J DEFGRID3
* xyz 0 3
C 1.431 -1.126 0.900
C 0.993 0.097 1.132
C -0.520 -1.578 -0.506
C -0.925 -0.324 -0.469
C -2.083 0.184 -1.162
C 0.753 -2.138 0.097
C -0.190 0.699 0.551
C 0.096 2.068 0.008
O -2.790 1.091 -0.738
O 0.821 1.903 -1.244
Br -1.423 0.850 2.087
H 2.211 -1.475 1.494
H 1.579 0.837 1.722
H -1.001 -2.322 -1.221
H -2.401 -0.238 -2.121
H 1.394 -2.692 -0.606
H 0.375 -2.806 0.929
H 0.702 2.580 0.643
H -0.780 2.643 -0.210
H 1.759 1.747 -1.285
*
```

Calculated values
highest occupied orbital energy (spin up / spin down): -6.48 / -9.28 eV
calculated total energy: -3034.539306 a.u.
lowest unoccupied orbital energy (spin up / spin down): 0.7 / -2.5 eV
expectation value of S²: 2.022
ΔE to the lowest compared entry with this formula, charge and spin: 13.3 kcal per mole
maximum force: 4.593 eV/Å

***

2.
An isolated ion of composition C8H9ClIN2 and charge +1 in a non-equilibrium geometry. Source: the OMol25 dataset; level of theory: ωB97M-V/def2-TZVPD.

```
! wB97M-V def2-TZVPD RIJCOSX def2/J DEFGRID3
* xyz 1 3
C 1.129 -2.138 1.554
C 1.264 -1.090 2.438
C 0.299 -1.646 0.487
C -0.165 -0.369 0.823
C -0.298 -2.287 -0.691
C -0.958 -1.467 -1.642
C -1.280 0.261 0.079
C 0.144 0.630 -1.869
N 0.461 -0.003 1.998
N -1.102 -0.048 -1.424
Cl -0.062 -3.917 -1.008
I -1.852 -2.141 -3.373
H 1.456 -3.131 1.444
H 1.737 -0.978 3.402
H -2.131 -0.311 0.320
H -1.225 1.440 0.187
H 1.074 0.158 -1.565
H 0.070 0.506 -2.962
H 0.374 1.721 -1.514
H 0.642 0.820 2.506
H -1.984 0.244 -1.751
*
```

Calculated values
highest occupied orbital energy (spin up / spin down): -9.48 / -12.35 eV
calculated total energy: -1177.222029 a.u.
lowest unoccupied orbital energy (spin up / spin down): -3.2 / -6.3 eV
expectation value of S²: 2.017
maximum force: 4.978 eV/Å

***

3.
One molecule with the formula C8H9ClN4 in a non-equilibrium geometry. Source: the OMol25 dataset; level of theory: ωB97M-V/def2-TZVPD.

```
! wB97M-V def2-TZVPD RIJCOSX def2/J DEFGRID3
* xyz 0 1
N -1.264 -1.403 -2.028
C -1.836 -0.427 -1.306
N -3.003 0.071 -1.593
N -3.189 1.114 -0.728
C -2.066 1.337 0.129
C -1.153 0.304 -0.219
C 0.179 0.021 0.239
C 0.743 -1.538 0.557
Cl -0.139 -2.981 0.414
N 1.746 -1.634 1.457
C 2.578 -0.699 1.502
C 2.611 0.534 0.550
C 1.189 0.980 0.808
H -0.494 -1.936 -1.684
H -1.395 -1.364 -3.020
H -3.850 1.756 -0.871
H -2.040 2.218 0.687
H 3.309 -0.781 2.313
H 3.196 1.294 0.915
H 2.890 0.302 -0.451
H 0.971 1.986 0.430
H 1.016 0.844 1.901
*
```

Calculated values
highest occupied orbital energy (spin up / spin down): -7.24 / -7.38 eV
SMILES: Nc1n[nH]cc1C1=C(Cl)N=CCC1
calculated total energy: -989.326572 a.u.
lowest unoccupied orbital energy (spin up / spin down): -0.2 / -0.1 eV
ΔE to the lowest compared entry with this formula, charge and spin: 76.9 kcal per mole
maximum force: 6.559 eV/Å

***

4.
An isolated ion of composition C8H9ClNO3 and charge -1 in a non-equilibrium geometry. Source: the OMol25 dataset; level of theory: ωB97M-V/def2-TZVPD.

```
! wB97M-V def2-TZVPD RIJCOSX def2/J DEFGRID3
* xyz -1 1
C -1.254 1.872 1.837
O -0.577 1.802 0.605
C -0.379 0.419 0.249
O -1.250 -0.418 0.553
C 0.045 0.216 -1.266
C -0.596 1.154 -2.234
Cl 0.245 0.967 -3.852
C 0.503 -0.987 -1.694
C 0.828 -2.081 -0.822
C 1.038 -2.279 0.511
C 1.242 -1.241 1.436
N 0.946 0.031 1.328
O 1.322 0.897 2.168
H -1.208 2.912 2.068
H -0.672 1.314 2.619
H -2.179 1.362 1.590
H -0.523 2.185 -2.058
H -1.767 0.877 -2.196
H 0.479 -1.238 -2.715
H 0.991 -3.006 -1.395
H 1.011 -3.268 0.912
H 1.755 -1.492 2.355
*
```

Calculated values
highest occupied orbital energy (spin up / spin down): -3.54 / -3.54 eV
SMILES: CO[C@@]1([O-])C(CCl)=CC=CC=[N+]1[O-]
calculated total energy: -1050.804255 a.u.
lowest unoccupied orbital energy (spin up / spin down): 3.3 / 3.3 eV
maximum force: 2.761 eV/Å

***

5.
One molecule with the formula C8H9ClO2S in a non-equilibrium geometry. Source: the OMol25 dataset; level of theory: ωB97M-V/def2-TZVPD.

```
! wB97M-V def2-TZVPD RIJCOSX def2/J DEFGRID3
* xyz 0 3
C 1.422 0.019 0.269
C 1.601 -0.423 -0.974
C -0.013 1.990 -0.505
C 0.272 1.508 -1.934
C -1.095 0.042 0.898
C -1.014 -2.869 1.237
C 0.022 0.528 0.008
C 0.255 0.038 -1.454
O -1.528 -0.739 3.366
O -0.052 -2.252 1.853
S -0.402 -0.617 2.478
Cl -0.536 -4.475 0.915
H 2.054 0.076 1.137
H 2.417 -0.881 -1.503
H 0.726 2.660 -0.068
H -1.003 2.431 -0.399
H -0.510 1.742 -2.652
H 1.230 1.824 -2.342
H -1.782 0.837 1.179
H -1.659 -0.786 0.457
H -0.403 -0.656 -1.965
*
```

Calculated values
highest occupied orbital energy (spin up / spin down): -7.17 / -9.85 eV
calculated total energy: -1318.822565 a.u.
lowest unoccupied orbital energy (spin up / spin down): 0.4 / -1.7 eV
expectation value of S²: 2.006
maximum force: 3.628 eV/Å

***

6.
One molecule with the formula C8H9F in a non-equilibrium geometry. Source: the OMol25 dataset; level of theory: ωB97M-V/def2-TZVPD.

```
! wB97M-V def2-TZVPD RIJCOSX def2/J DEFGRID3
* xyz 0 3
C -2.296 -1.683 -0.166
C -0.231 2.382 -0.722
C 3.021 -0.864 0.346
C -1.988 -0.495 0.337
C -0.798 1.654 0.257
C 1.947 -0.004 0.157
C -0.766 0.226 0.099
C 0.637 -0.510 -0.085
F 0.589 -1.854 -0.326
H -3.081 -2.275 0.162
H -1.783 -2.227 -0.939
H -0.305 3.377 -0.834
H 0.532 1.773 -1.324
H 3.969 -0.552 0.747
H 2.816 -1.889 -0.021
H -2.732 -0.137 0.918
H -1.607 2.053 1.015
H 2.075 1.028 0.379
*
```

Calculated values
highest occupied orbital energy (spin up / spin down): -6.30 / -9.71 eV
calculated total energy: -409.887628 a.u.
lowest unoccupied orbital energy (spin up / spin down): 1.0 / -1.4 eV
expectation value of S²: 2.067
ΔE to the lowest compared entry with this formula, charge and spin: 0.0 kcal per mole
maximum force: 4.683 eV/Å

***

7.
C8H9F3N2OS as an isolated structure in a non-equilibrium geometry. Source: the OMol25 dataset; level of theory: ωB97M-V/def2-TZVPD.

```
! wB97M-V def2-TZVPD RIJCOSX def2/J DEFGRID3
* xyz 0 1
C 2.327 -1.551 -1.559
C 2.643 -0.259 -1.950
C 1.273 -1.770 -0.687
C 1.913 0.812 -1.471
C 0.531 -0.709 -0.205
C 0.850 0.594 -0.591
C 0.466 2.775 0.185
C -2.152 -1.295 2.854
N -2.610 0.113 0.126
N 0.052 1.629 -0.127
O -2.271 1.754 -1.749
F -3.183 -1.828 3.507
F -1.524 -0.460 3.687
F -1.302 -2.281 2.553
S -2.256 1.534 -0.315
H 2.895 -2.386 -1.940
H 3.460 -0.082 -2.633
H 1.023 -2.774 -0.379
H 2.136 1.816 -1.799
H -0.283 -0.871 0.481
H -0.257 3.520 0.482
H 1.516 3.064 0.191
H -2.480 -0.759 1.933
H -2.767 -0.585 -0.592
*
```

Calculated values
highest occupied orbital energy: -9.37 eV
calculated total energy: -1192.737604 a.u.
lowest unoccupied orbital energy: -0.1 eV
ΔE to the lowest compared entry with this formula, charge and spin: 0.0 kcal per mole
maximum force: 1.734 eV/Å

***

8.
C8H9I2O3S as an isolated structure in a non-equilibrium geometry. Source: the OMol25 dataset; level of theory: ωB97M-V/def2-TZVPD.

```
! wB97M-V def2-TZVPD RIJCOSX def2/J DEFGRID3
* xyz -1 1
C 0.705 1.495 -0.367
C 0.837 0.298 -1.258
C -0.331 1.645 0.492
C -1.444 0.799 0.487
C -1.443 -0.520 0.460
C 0.709 -0.961 -0.832
C -0.323 2.735 1.603
C 0.524 -2.067 -1.780
O 1.082 -0.591 1.835
O 0.334 -2.761 1.061
O 2.530 -2.065 0.440
S 1.216 -1.611 0.823
I -3.226 1.848 -0.169
I -3.102 -1.652 -0.333
H 1.428 2.176 -0.513
H 0.847 0.480 -2.346
H -1.003 -1.123 1.175
H 0.368 2.253 2.274
H -1.340 3.026 1.928
H 0.057 3.475 0.993
H 0.856 -1.806 -2.784
H -0.563 -2.303 -1.901
H 1.279 -2.769 -1.289
*
```

Calculated values
highest occupied orbital energy: -5.39 eV
calculated total energy: -1529.482553 a.u.
lowest unoccupied orbital energy: 2.2 eV
ΔE to the lowest compared entry with this formula, charge and spin: 30.6 kcal per mole
maximum force: 4.593 eV/Å